No. 1
# C37H54N10O9S

C37H54N10O9S as an isolated structure at a distorted geometry (wB97M-V/def2-TZVPD, OMol25).

Geometry (Å):
1 O -4.58457 -0.05482 -1.11960
2 C -5.52617 -0.74959 -0.76237
3 N -5.87670 -1.84329 -1.46496
4 C -6.13211 -0.65699 0.62026
5 H -5.26626 -2.10104 -2.22722
6 H -6.54491 -2.54563 -1.18157
7 H -6.74470 0.23462 0.48660
8 H -5.38737 -0.65853 1.41617
9 H -6.71097 -1.56338 0.79771
10 O 1.22912 5.17473 -2.28493
11 C 0.47811 4.23294 -2.61714
12 N -0.74900 4.41456 -3.01995
13 C 0.95111 2.83928 -2.70579
14 H -1.40685 3.65710 -3.13652
15 H -1.07704 5.36919 -3.05427
16 H 1.99517 2.89062 -2.39692
17 H 0.87127 2.41366 -3.70608
18 H 0.27758 2.24090 -2.09229
19 O 1.36132 4.32429 2.82473
20 C 0.46072 4.07547 1.99998
21 N 0.75201 3.63503 0.80649
22 C -1.02650 4.06516 2.48042
23 H 1.68271 3.36418 0.52268
24 H 0.02443 3.83013 0.13369
25 H -1.00918 3.80595 3.53901
26 H -1.57267 3.30464 1.92238
27 H -1.60068 4.92209 2.12814
28 O 4.33808 0.22934 3.22159
29 C 3.72937 1.23514 3.63079
30 N 3.37865 2.21885 2.78481
31 C 3.45953 1.46644 5.06244
32 H 2.73420 2.94659 3.05902
33 H 3.50727 2.26296 1.78401
34 H 4.34765 1.14060 5.60390
35 H 2.61340 0.86116 5.38771
36 H 3.15188 2.49092 5.27191
37 O -2.78170 2.63746 -4.81008
38 C -3.06940 1.67060 -4.07562
39 N -3.93178 1.91333 -3.07950
40 C -2.48341 0.31681 -4.12923
41 H -4.37784 2.81551 -2.99470
42 H -4.18295 1.22281 -2.38654
43 H -3.01665 -0.42659 -4.72177
44 H -2.38784 -0.11877 -3.13463
45 H -1.51213 0.26651 -4.62134
46 N -0.14805 0.01853 -0.71745
47 C -1.47905 0.25748 -0.41332
48 C -1.84934 0.46252 0.88813
49 C -0.81819 0.46422 1.88888
50 C 0.51569 0.22217 1.58013
51 C 0.85646 0.12094 0.26994
52 H -2.18794 0.14065 -1.21969
53 H -2.87518 0.48379 1.22517
54 H -1.17487 0.68724 2.88359
55 H 1.35681 0.23997 2.25734
56 H 1.87619 -0.09482 -0.01292
57 N -1.87897 1.27333 5.59658
58 C -0.79703 0.62324 6.20404
59 C 0.11296 1.22511 7.01329
60 C -0.11852 2.57221 7.33177
61 C -1.14667 3.29099 6.75334
62 C -1.97335 2.63798 5.83603
63 H -0.78218 -0.44660 6.05704
64 H 0.78920 0.61948 7.59837
65 H 0.59564 3.00647 8.01572
66 H -1.17041 4.35717 6.92397
67 H -2.73020 3.19332 5.30201
68 N 0.76708 -5.13882 0.78972
69 C 1.31245 -4.25855 -0.01270
70 C 2.00090 -3.11007 0.40252
71 C 2.19859 -2.89437 1.78052
72 C 1.69522 -3.84239 2.65562
73 C 0.87887 -4.84934 2.11412
74 H 1.27932 -4.53999 -1.05486
75 H 2.59575 -2.54211 -0.29746
76 H 2.71608 -2.03742 2.18580
77 H 1.77700 -3.76681 3.72987
78 H 0.62110 -5.62764 2.81712
79 N -4.08583 -4.95174 -2.43659
80 C -3.73400 -4.44632 -3.62738
81 C -2.81814 -3.41242 -3.73067
82 C -2.11158 -2.98597 -2.57322
83 C -2.38028 -3.62037 -1.36637
84 C -3.36255 -4.59035 -1.31241
85 H -4.20201 -4.76941 -4.54551
86 H -2.74228 -2.90433 -4.68067
87 H -1.31288 -2.26118 -2.62940
88 H -1.83165 -3.28266 -0.49956
89 H -3.47169 -5.27107 -0.48107
90 N 1.53006 -2.73602 -5.48749
91 C 1.49324 -1.43207 -5.83534
92 C 1.54197 -0.40097 -4.95227
93 C 1.78415 -0.66560 -3.63291
94 C 1.72930 -1.99560 -3.25538
95 C 1.68707 -2.99925 -4.16294
96 H 1.45584 -1.31369 -6.90818
97 H 1.40275 0.61261 -5.29821
98 H 1.92324 0.09002 -2.87390
99 H 1.91662 -2.15684 -2.20404
100 H 1.57869 -4.02127 -3.83110
101 C 5.33324 0.45228 -1.41519
102 C 5.14282 -0.06025 -0.01023
103 O 4.53292 -1.24916 -0.18182
104 S 5.48418 -2.13358 -1.24903
105 O 4.74853 -3.13488 -2.06191
106 O 6.67589 -2.54455 -0.52578
107 O 5.80063 -0.70011 -2.01185
108 H 6.06689 1.25056 -1.52745
109 H 4.38496 0.70697 -1.88847
110 H 4.53470 0.61987 0.58618
111 H 6.10610 -0.21156 0.47690

Highest occupied orbital energy (spin up / spin down) ... -0.810 / -4.981 eV
E_LUMO (spin up / spin down) ... 2.29 / 2.26 eV
Multiplicity ... 2
Net charge ... -1
Kohn-Sham gap (spin up / spin down) ... 3.1 / 7.2 eV

=====

No. 2
# C22H79GaO20PS

C22H79GaO20PS as an isolated structure at a distorted geometry (wB97M-V/def2-TZVPD, OMol25).

Geometry (Å):
1 C -4.14722 4.37553 -1.77192
2 C -3.03990 3.83063 -1.76199
3 Ga -1.23989 2.88070 -1.64664
4 C -0.70848 2.66394 0.31720
5 C 0.38103 1.57878 0.40011
6 C 1.44628 1.85147 1.46941
7 C 1.08395 1.28460 2.85578
8 C 2.31167 0.81738 3.65348
9 C 2.64776 -0.67071 3.44133
10 C 2.53944 -1.51545 4.72752
11 C 3.88474 -1.76433 5.39414
12 C 3.77452 -2.78954 6.53806
13 C 4.48496 -4.12382 6.23361
14 C 3.59040 -5.11566 5.46653
15 C 4.19094 -5.73317 4.19455
16 C 4.99747 -4.77991 3.30094
17 C 6.52075 -4.93823 3.47873
18 C 7.27461 -4.51657 2.18259
19 C -1.32489 0.98671 -2.44968
20 C -2.44648 0.84724 -3.47211
21 C -1.98277 0.99045 -4.92009
22 S -1.01893 -0.37000 -5.52258
23 O 0.18061 -0.56388 -4.80216
24 O -1.83520 -1.51536 -5.68473
25 O -0.59237 0.10303 -7.00071
26 P 0.51109 4.04505 -2.69372
27 C 1.02456 3.16594 -4.24776
28 C 0.08666 5.80623 -3.11394
29 H -5.13245 4.74322 -1.74213
30 H -1.59784 2.41612 0.89581
31 H -0.33279 3.63470 0.63563
32 H -0.08362 0.60735 0.55775
33 H 0.89682 1.57712 -0.56109
34 H 2.40826 1.44169 1.15036
35 H 1.55003 2.93021 1.56584
36 H 0.63341 2.10775 3.40817
37 H 0.33157 0.50323 2.76389
38 H 3.15822 1.40042 3.29052
39 H 2.16691 1.08194 4.69316
40 H 2.02233 -1.08496 2.65694
41 H 3.68073 -0.73267 3.10297
42 H 1.90607 -0.98056 5.43178
43 H 2.01081 -2.44019 4.49248
44 H 4.65793 -2.05817 4.68757
45 H 4.19669 -0.80890 5.80923
46 H 2.74617 -3.04196 6.78817
47 H 4.26215 -2.36753 7.41293
48 H 5.45271 -3.95303 5.77498
49 H 4.68968 -4.56171 7.20927
50 H 2.61483 -4.67127 5.27486
51 H 3.39439 -5.94769 6.14799
52 H 3.34402 -6.07426 3.59572
53 H 4.75347 -6.63487 4.41081
54 H 4.79396 -4.95482 2.25084
55 H 4.75389 -3.74552 3.52002
56 H 6.78076 -5.94981 3.77448
57 H 6.89572 -4.28256 4.26126
58 H 7.93892 -3.68434 2.39659
59 H 7.87968 -5.36060 1.86387
60 H 6.58293 -4.19188 1.41328
61 H -1.55203 0.33563 -1.61262
62 H -0.34735 0.76689 -2.85808
63 H -3.21140 1.60430 -3.32040
64 H -2.95197 -0.11415 -3.34727
65 H -1.42805 1.91655 -5.05175
66 H -2.86465 1.03326 -5.55764
67 H -0.44973 1.05947 -6.98086
68 H 1.91356 3.64512 -4.65136
69 H 0.26487 3.21994 -5.03793
70 H 1.27701 2.14026 -4.02154
71 H -0.40650 6.27173 -2.27111
72 H 1.02247 6.34117 -3.25654
73 H -0.50113 5.87505 -4.02532
74 O 2.90154 -6.90816 8.25730
75 H 1.96539 -6.86468 8.01494
76 H 2.98068 -7.70186 8.79423
77 O -5.81888 7.01846 -1.80449
78 H -4.96993 7.30970 -2.15291
79 H -6.45437 7.64922 -2.16473
80 O -3.94700 -3.81541 -5.96331
81 H -3.39907 -3.06023 -5.71704
82 H -4.76528 -3.67209 -5.47285
83 O -8.45564 7.59672 -2.94812
84 H -9.34297 7.73822 -3.29074
85 H -8.51742 6.75348 -2.47961
86 O -0.97176 8.55180 -3.88637
87 H -0.36675 8.76235 -4.60425
88 H -1.43736 9.37682 -3.71629
89 O 4.18637 1.84176 5.94817
90 H 4.79695 2.05824 5.23643
91 H 3.71515 2.66460 6.11248
92 O 5.37337 -4.45482 -0.45695
93 H 4.51782 -4.01763 -0.38268
94 H 5.39585 -4.77505 -1.36416
95 O -6.07286 -1.13729 -5.27173
96 H -5.12341 -1.17349 -5.43405
97 H -6.46296 -1.58279 -6.03109
98 O -7.37383 -5.33717 -5.62566
99 H -6.57101 -5.27816 -6.15360
100 H -7.05573 -5.35220 -4.71695
101 O -8.16863 4.20003 -2.35693
102 H -7.79581 3.80629 -3.15518
103 H -7.41436 4.63652 -1.94278
104 O -5.72570 2.45767 -4.63422
105 H -4.86770 2.49106 -4.19407
106 H -5.98353 1.52975 -4.59777
107 O 0.45230 -5.91943 7.05281
108 H 1.07961 -5.68286 6.35725
109 H 0.01127 -5.08768 7.25740
110 O -1.36912 -4.91815 5.14367
111 H -2.24750 -4.70881 4.81054
112 H -1.45493 -5.79648 5.53058
113 O 3.15291 0.50128 -3.62643
114 H 4.09575 0.55432 -3.80924
115 H 2.79245 -0.01893 -4.35355
116 O 3.97922 4.20292 -1.33821
117 H 3.04032 4.22092 -1.58974
118 H 4.04313 3.43302 -0.76584
119 O -4.09676 -6.78392 -5.13364
120 H -4.25055 -7.19109 -5.99101
121 H -3.85788 -5.87046 -5.34405
122 O -8.72641 10.85773 -2.28158
123 H -9.16215 11.12266 -3.09684
124 H -8.96951 9.93060 -2.17460

Highest occupied orbital energy ... -4.119 eV
E_LUMO ... 1.82 eV
Relative energy (zero: lowest compared OMol25 entry of this formula, charge and spin) ... 0.908 eV
Net charge ... -1
Kohn-Sham gap ... 5.9 eV